[1]
Entry from the Open Molecules 2025 dataset: a cluster of 2 separate species, C5H14S in total (ωB97M-V/def2-TZVPD).

Geometry (Å):
1 S 1.74 0.01 -0.25
2 C -0.08 0.50 -0.62
3 C -2.00 -0.40 2.65
4 C 2.12 -0.67 -1.95
5 C -0.23 1.85 -1.12
6 C -2.80 -1.19 1.66
7 H -0.53 -0.28 -1.35
8 H -0.89 -0.50 2.41
9 H 2.38 -1.65 -1.76
10 H -1.19 2.28 -0.89
11 H 0.57 2.58 -0.94
12 H 1.30 -0.44 -2.62
13 H -2.30 -1.46 0.64
14 H -2.34 0.64 2.69
15 H -2.09 -0.90 3.64
16 H -3.70 -0.64 1.35
17 H 2.89 -0.19 -2.61
18 H -0.18 1.80 -2.32
19 H -0.72 0.29 0.19
20 H -3.17 -2.22 1.95

## Properties
spin multiplicity = 2
HOMO level (alpha / beta) = -0.526 / -0.526 hartree
calculated total energy = -16237.0531 eV
frontier orbital gap (alpha / beta) = 10.40 / 5.80 eV
⟨S²⟩ = 0.75
net charge = +1
LUMO energy (alpha / beta) = -0.1438 / -0.3130 hartree
ΔE to the lowest compared entry with this formula, charge and spin = 146.2 kJ/mol

Atom charges from the Mulliken analysis, given in e for atoms 1 to 6: 0.366, 0.074, -0.742, -0.742, -1.055, -0.683



[2]
Entry from the Open Molecules 2025 dataset: a cluster of 8 separate species, C49H48BF8NO3Si in total (ωB97M-V/def2-TZVPD).

Geometry (Å):
1 Si -0.80 -1.44 -0.07
2 F -5.45 8.89 -5.02
3 F 1.03 -0.04 2.23
4 F 5.01 -2.73 5.42
5 F -5.15 -3.56 -9.32
6 F -2.77 -0.01 1.17
7 F 6.21 -9.32 4.17
8 F 4.25 4.31 2.33
9 F -2.83 4.03 -1.35
10 O -3.47 -2.44 -0.65
11 O 0.18 -2.13 -4.69
12 O 1.68 -1.32 -3.22
13 N -1.90 -3.06 -2.47
14 C 5.31 -9.39 8.16
15 C 3.02 0.13 5.23
16 C -3.19 5.55 -3.11
17 C 2.00 3.66 2.19
18 C -4.17 -3.48 -8.38
19 C -3.63 4.49 -2.34
20 C 4.93 -5.74 3.43
21 C 3.88 -5.45 2.57
22 C 4.91 -8.32 7.38
23 C 1.39 -1.99 -1.98
24 C -4.86 3.90 -2.54
25 C 0.66 -1.21 -4.10
26 C 1.91 0.03 4.41
27 C -0.32 -3.07 2.46
28 C 4.64 -3.63 4.48
29 C 3.59 -3.31 3.64
30 C 2.71 5.85 1.45
31 C -2.86 -3.39 -8.79
32 C 3.22 -4.23 2.67
33 C 1.40 6.15 1.10
34 C -6.44 11.02 -2.28
35 C -1.58 0.23 0.44
36 C 5.21 -8.29 6.03
37 C 3.36 0.19 2.48
38 C 5.91 -9.35 5.48
39 C -1.92 1.13 -0.75
40 C -4.36 9.95 -1.75
41 C -3.52 -3.40 -6.10
42 C -6.47 10.38 -3.51
43 C 2.98 4.61 1.99
44 C -4.53 -3.48 -7.05
45 C -4.01 6.02 -4.12
46 C 6.32 -10.43 6.24
47 C 0.69 3.98 1.84
48 C 0.83 -1.01 -0.93
49 C 4.29 0.26 4.69
50 C -1.86 -3.30 -7.83
51 C 5.32 -4.83 4.40
52 C 6.02 -10.44 7.59
53 C 4.46 0.29 3.31
54 C -4.38 9.29 -2.97
55 C -5.25 5.44 -4.35
56 C 0.39 5.22 1.29
57 C 2.10 0.06 3.04
58 C -5.67 4.39 -3.55
59 C -5.39 10.81 -1.40
60 C -2.19 -3.31 -6.48
61 C -0.50 -2.42 1.45
62 C -5.43 9.52 -3.83
63 B -2.19 -2.40 -1.19
64 H 5.44 0.40 2.89
65 H 0.91 -0.07 4.80
66 H -5.38 11.32 -0.44
67 H 3.46 0.20 1.40
68 H -3.59 8.62 -3.25
69 H -7.27 10.53 -4.22
70 H -2.98 1.02 -0.99
71 H 4.91 -7.46 5.40
72 H 5.07 -9.41 9.22
73 H -5.17 3.08 -1.91
74 H -3.78 -3.41 -5.05
75 H 5.15 0.34 5.34
76 H 1.17 7.12 0.67
77 H -0.83 -3.23 -8.14
78 H 2.40 -4.00 2.00
79 H 2.25 2.70 2.62
80 H -5.89 5.82 -5.13
81 H 3.58 -6.17 1.82
82 H 2.36 -2.35 -1.64
83 H -0.33 -3.61 3.37
84 H 1.56 -0.91 -0.13
85 H -2.63 -3.40 -9.85
86 H 0.32 -0.18 -4.29
87 H 2.89 0.10 6.31
88 H 3.09 -2.36 3.74
89 H -3.68 6.84 -4.75
90 H -2.62 -2.79 -3.14
91 H -1.40 -3.24 -5.74
92 H -2.04 -4.06 -2.35
93 H 0.75 0.00 -1.35
94 H 0.76 -2.86 -2.16
95 H -0.63 5.45 1.02
96 H -0.09 3.25 2.00
97 H 6.13 -5.03 5.08
98 H 5.44 -6.69 3.35
99 H -3.95 -1.61 -0.75
100 H 6.33 -11.28 8.20
101 H -2.22 5.99 -2.91
102 H 6.87 -11.24 5.77
103 H -0.90 0.75 1.12
104 H -1.72 2.17 -0.52
105 H -7.25 11.69 -2.02
106 H 3.51 6.57 1.32
107 H -3.54 9.78 -1.06
108 H -6.64 3.94 -3.72
109 H -5.57 -3.55 -6.77
110 H -1.34 0.86 -1.64
111 H 4.36 -7.50 7.82

## Properties
SMILES string = C#C[Si@@](CCOC=O)(B(N)O)[C@@H](C)F.Fc1ccccc1.Fc1ccccc1.Fc1ccccc1.Fc1ccccc1.Fc1ccccc1.Fc1ccccc1.Fc1ccccc1
HOMO level = -0.333 hartree
calculated total energy = -89517.0044 eV
frontier orbital gap = 9.34 eV
LUMO energy = 0.0104 hartree

Atom charges from the Mulliken analysis, given in e for atoms 1 to 6: -0.053, -0.328, 0.030, -0.279, -0.323, -0.407



[3]
Entry from the Open Molecules 2025 dataset: the ion H4NO4PSi with charge -2 (ωB97M-V/def2-TZVPD).

Geometry (Å):
1 P 3.18 0.01 0.03
2 Si 0.68 0.40 0.02
3 O 2.12 1.36 0.11
4 O 3.74 -0.23 1.34
5 O 1.78 -0.87 -0.02
6 O 3.96 0.09 -1.24
7 N -0.22 -0.97 -0.79
8 H -0.19 0.21 1.23
9 H -0.22 -1.73 -0.05
10 H 0.13 1.66 -0.72
11 H -1.22 -0.65 -0.96

## Properties
HOMO level = -0.018 hartree
calculated total energy = -26914.7303 eV
frontier orbital gap = 7.47 eV
net charge = -2
LUMO energy = 0.2568 hartree
ΔE to the lowest compared entry with this formula, charge and spin = 99.5 kJ/mol

Atom charges from the Mulliken analysis, given in e for atoms 1 to 6: 0.851, 0.115, -0.417, -0.764, -0.218, -0.779



[4]
Entry from the Open Molecules 2025 dataset: a structure of composition C54H41AsMoN8O9S2 (ωB97M-V/def2-TZVPD).

Geometry (Å):
1 Mo -0.77 -0.27 1.40
2 As -0.22 3.43 -0.24
3 S 0.94 -0.35 5.87
4 S -1.62 -2.56 1.59
5 O 1.69 1.62 -1.12
6 O 7.14 -2.72 2.27
7 O 1.33 -6.41 1.26
8 O 2.80 -0.45 2.24
9 O 3.23 -7.42 1.39
10 O -1.62 3.45 0.59
11 O -2.17 0.86 2.28
12 O 1.07 -1.60 1.36
13 O 7.24 -4.87 2.12
14 N 6.63 -3.81 2.13
15 N 0.51 -2.22 4.03
16 N -2.49 -0.43 -0.05
17 N 0.10 0.02 3.44
18 N 2.54 -6.42 1.44
19 N -3.02 -3.91 -0.20
20 N -1.43 -2.16 -1.27
21 N -2.69 -1.64 -0.79
22 C 2.45 -3.97 1.60
23 C 2.04 3.08 1.55
24 C -4.65 3.47 2.37
25 C 0.69 4.62 -2.71
26 C 3.35 4.89 2.45
27 C -2.97 -1.15 -3.65
28 C 1.13 -4.85 -4.23
29 C 3.06 3.53 2.38
30 C 0.58 5.45 -3.82
31 C -0.55 6.25 -3.98
32 C 0.67 1.29 5.35
33 C -0.31 -3.64 -2.71
34 C 0.26 1.66 -0.95
35 C 0.42 -4.15 -1.63
36 C -2.44 -2.43 -3.47
37 C -5.34 3.25 1.17
38 C 3.07 -2.74 1.78
39 C 0.44 -0.90 4.29
40 C -1.56 6.22 -3.04
41 C 1.60 5.35 0.87
42 C 0.22 1.30 4.03
43 C -0.33 4.60 -1.77
44 C 0.31 0.48 0.05
45 C -4.50 -2.00 -5.29
46 C 3.21 -5.13 1.62
47 C -2.31 -2.77 0.03
48 C 1.47 -5.03 -1.85
49 C -4.97 2.21 0.36
50 C -3.60 2.66 2.74
51 C 0.03 0.41 -3.09
52 C -3.57 0.27 -0.12
53 C 2.62 5.80 1.70
54 C 5.17 -3.87 1.95
55 C -0.41 1.36 -2.27
56 C 1.72 0.27 -0.56
57 C -3.98 -0.94 -4.57
58 C -3.88 1.39 0.70
59 C -3.17 1.62 1.89
60 C 0.07 -3.99 -4.01
61 C 1.09 -0.58 -2.83
62 C 1.82 -5.38 -3.15
63 C 4.44 -2.69 1.97
64 C 2.25 -1.46 1.81
65 C -1.40 -2.69 -2.46
66 C -0.08 2.53 3.45
67 C 0.12 3.69 4.17
68 C -4.01 -3.28 -5.10
69 C 0.86 2.44 6.09
70 C 1.32 3.99 0.79
71 C 4.58 -5.11 1.79
72 C -1.46 5.39 -1.93
73 C 0.58 3.65 5.48
74 C -2.98 -3.50 -4.19
75 C 1.79 -0.71 -1.70
76 H 1.03 6.07 0.29
77 H -1.25 1.98 -2.58
78 H 2.49 -1.54 -1.61
79 H -2.24 5.34 -1.18
80 H -0.11 4.64 3.70
81 H 1.38 -4.01 1.45
82 H 1.57 4.00 -2.58
83 H 2.55 0.18 0.12
84 H -2.61 -4.50 -4.03
85 H 2.02 -5.42 -1.02
86 H 1.37 5.47 -4.56
87 H 5.16 -6.02 1.80
88 H -4.43 -4.12 -5.64
89 H -2.44 6.85 -3.17
90 H 1.42 -5.11 -5.24
91 H 0.73 4.58 6.03
92 H -0.45 -3.55 -4.86
93 H 1.81 2.02 1.54
94 H -2.64 -4.73 0.26
95 H 1.27 -1.29 -3.62
96 H -4.33 -0.05 -0.84
97 H -3.06 2.82 3.66
98 H -5.51 2.01 -0.56
99 H -6.17 3.89 0.90
100 H 4.93 -1.74 2.12
101 H -2.56 -0.32 -3.09
102 H 0.22 -2.54 3.12
103 H 1.22 2.40 7.11
104 H -5.30 -1.83 -6.01
105 H -0.48 2.59 2.45
106 H 0.54 -2.88 4.79
107 H 4.15 5.23 3.10
108 H 2.84 6.86 1.76
109 H 0.18 -3.84 -0.62
110 H 2.64 -6.06 -3.32
111 H -4.94 4.28 3.02
112 H 3.61 2.81 2.97
113 H -0.46 0.31 -4.05
114 H -4.37 0.06 -4.72
115 H -0.63 6.90 -4.84
116 H -3.31 -4.10 -1.15

## Properties
HOMO level (alpha / beta) = -0.249 / -0.249 hartree
calculated total energy = -171367.3596 eV
frontier orbital gap (alpha / beta) = 5.02 / 5.01 eV
LUMO energy (alpha / beta) = -0.0649 / -0.0649 hartree
ΔE to the lowest compared entry with this formula, charge and spin = 613.8 kJ/mol

Atom charges from the Mulliken analysis, given in e for atoms 1 to 6: -1.793, 1.065, -0.431, -0.459, -0.616, -0.612



[5]
Entry from the Open Molecules 2025 dataset: a cluster of 3 separate species, C4H15NO3 in total (ωB97M-V/def2-TZVPD).

Geometry (Å):
1 O 0.52 0.22 2.14
2 O -2.20 0.24 -0.56
3 O -2.37 0.46 2.60
4 N 1.31 0.97 -0.58
5 C -0.11 -1.04 -0.88
6 C 0.44 0.20 -1.50
7 C -1.60 -1.04 -0.40
8 C 2.58 0.29 -0.29
9 H -0.03 -1.92 -1.54
10 H -2.77 0.82 1.81
11 H 0.63 1.02 2.67
12 H -0.37 0.85 -1.83
13 H -2.10 -1.77 -1.04
14 H 2.42 -0.78 -0.21
15 H -1.41 0.41 2.47
16 H 0.66 0.52 1.22
17 H 0.98 0.02 -2.43
18 H -1.73 -1.28 0.65
19 H 2.92 0.62 0.70
20 H -3.04 0.23 -0.99
21 H 1.44 1.91 -0.93
22 H 3.36 0.56 -1.01
23 H 0.47 -1.51 -0.07

## Properties
SMILES string = CNCCCO.O.O
HOMO level = -0.342 hartree
calculated total energy = -12023.1453 eV
frontier orbital gap = 10.02 eV
LUMO energy = 0.0263 hartree
ΔE to the lowest compared entry with this formula, charge and spin = 103.5 kJ/mol

Atom charges from the Mulliken analysis, given in e for atoms 1 to 6: -0.750, -0.534, -0.662, -0.430, -0.703, -0.640



> Which formula does entry 1 have?

C5H14S



> Which formula does entry 2 have?

C49H48BF8NO3Si



> Which of these has the lowest calculated total energy?

C54H41AsMoN8O9S2



Please write out number 3 again, unchanged.
Entry from the Open Molecules 2025 dataset: the ion H4NO4PSi with charge -2 (ωB97M-V/def2-TZVPD).

Geometry (Å):
1 P 3.18 0.01 0.03
2 Si 0.68 0.40 0.02
3 O 2.12 1.36 0.11
4 O 3.74 -0.23 1.34
5 O 1.78 -0.87 -0.02
6 O 3.96 0.09 -1.24
7 N -0.22 -0.97 -0.79
8 H -0.19 0.21 1.23
9 H -0.22 -1.73 -0.05
10 H 0.13 1.66 -0.72
11 H -1.22 -0.65 -0.96

## Properties
HOMO level = -0.018 hartree
calculated total energy = -26914.7303 eV
frontier orbital gap = 7.47 eV
net charge = -2
LUMO energy = 0.2568 hartree
ΔE to the lowest compared entry with this formula, charge and spin = 99.5 kJ/mol

Atom charges from the Mulliken analysis, given in e for atoms 1 to 6: 0.851, 0.115, -0.417, -0.764, -0.218, -0.779